1.
Density functional theory data (ωB97M-V with the def2-TZVPD basis set) for the molecule C11H15NS.

As for the energy above the lowest of the compared OMol25 structures with the same formula, charge and spin: 113.11 kcal per mole. As for the total charge: 0. The lowest unoccupied orbital energy (alpha / beta) is -0.72 / -0.41 eV. The calculation puts the HOMO-LUMO gap (alpha / beta) at 6.146 / 6.619 eV.

Element x y z (Å)
S  -0.76  -2.32  -0.45
N  0.45  0.51  -0.22
C  0.74  -1.93  0.09
C  0.89  -1.68  1.56
C  1.17  1.50  -0.86
C  -1.68  1.57  -0.18
C  -2.90  -0.85  0.13
C  -0.82  0.39  -0.20
C  2.00  -2.28  -0.70
C  2.35  2.07  -0.04
C  -3.70  0.34  0.24
C  -1.56  -0.80  -0.17
C  -2.99  1.50  0.03
H  2.02  2.60  0.98
H  0.09  -1.98  2.13
H  3.21  1.38  0.01
H  1.74  -2.26  1.82
H  1.14  -0.59  1.82
H  2.00  -1.57  -1.71
H  0.57  2.29  -1.23
H  2.75  -1.79  -0.14
H  1.95  -3.39  -1.00
H  -3.62  2.35  0.20
H  -4.68  0.42  0.56
H  -3.43  -1.87  0.05
H  2.78  2.94  -0.62
H  -1.15  2.45  -0.23
H  1.46  0.99  -1.88

Löwdin analysis output, partial charges in e: 1.0592, 0.0071, -0.6560, -0.1072, -0.3167, -0.0140, -0.1094, -0.3366, -0.0998, -0.0928, -0.0812, -0.4659, -0.1382, 0.1160, 0.0430, 0.0552, 0.0673, 0.1176, 0.1300, 0.0746, 0.0533, 0.1054, 0.1041, 0.0711, 0.1225, 0.0644, 0.0789, 0.1482



2.
Density functional theory data (ωB97M-V with the def2-TZVPD basis set) for a structure of composition C11H16BrCl2LuNO2P.

As for the total charge: +2. The lowest unoccupied orbital energy (alpha / beta) is -11.31 / -11.29 eV. The calculation puts the HOMO-LUMO gap (alpha / beta) at 4.381 / 4.397 eV.

Element x y z (Å)
Lu  -0.42  -0.17  0.51
Br  4.59  -1.61  3.31
Cl  -2.50  -1.21  0.88
Cl  -0.33  1.58  2.11
P  -1.80  1.40  -1.24
O  2.17  -0.01  -1.43
O  -0.26  -2.32  -2.26
N  1.02  -1.65  1.28
C  2.50  -3.47  2.68
C  0.54  -2.92  1.40
C  1.97  2.09  -0.15
C  -1.17  3.06  -1.47
C  -2.10  0.66  -2.84
C  1.29  -3.85  2.11
C  2.95  -2.16  2.55
C  1.63  0.77  -0.72
C  2.20  -1.23  1.83
C  -3.41  1.51  -0.39
C  -0.29  -1.50  -1.45
H  -3.90  2.41  -0.78
H  -1.15  0.52  -3.37
H  -2.75  1.36  -3.38
H  1.09  2.74  -0.04
H  0.90  -4.85  2.20
H  -0.23  3.00  -2.01
H  -2.59  -0.31  -2.71
H  -0.41  -3.15  0.94
H  3.09  -4.18  3.24
H  -1.94  3.57  -2.05
H  2.41  1.94  0.84
H  2.67  2.49  -0.87
H  -3.27  1.57  0.69
H  -1.02  3.54  -0.50
H  -3.98  0.60  -0.61
H  2.49  -0.20  1.70

Löwdin analysis output, partial charges in e: 0.6514, 0.8602, 0.0993, 0.0035, 0.7191, 0.2804, 0.1905, -0.1493, -0.0325, -0.1037, 0.0032, -0.2461, -0.2401, 0.0102, -0.6416, -0.1695, -0.1573, -0.2630, -0.1082, 0.0793, 0.0587, 0.0806, 0.0612, 0.1300, 0.0519, 0.0646, 0.0859, 0.1286, 0.0747, 0.1207, 0.1395, 0.0364, 0.0567, 0.0411, 0.0838



3.
Density functional theory data (ωB97M-V with the def2-TZVPD basis set) for a cluster of 4 separate species, C11H16Cl2O9 in total.

As for the energy above the lowest of the compared OMol25 structures with the same formula, charge and spin: 43.18 kcal per mole. As for the total charge: 0. The lowest unoccupied orbital energy is 0.13 eV. The calculation puts the HOMO-LUMO gap at 10.955 eV.

Element x y z (Å)
Cl  -2.37  -0.32  -2.86
Cl  1.91  -0.87  -2.68
O  -5.70  1.46  0.33
O  1.38  2.48  1.29
O  1.57  0.79  -0.10
O  -0.41  1.24  1.12
O  3.24  -4.01  1.79
O  3.01  -1.80  1.39
O  -6.86  2.57  1.84
O  -4.51  2.60  1.79
O  4.52  -2.62  2.95
C  2.52  2.78  0.64
C  -4.40  1.10  0.04
C  2.08  -2.47  0.51
C  -0.74  -1.16  -3.26
C  2.83  1.45  -0.17
C  2.27  -3.90  0.75
C  0.76  1.48  0.81
C  3.67  -2.77  2.11
C  0.22  -0.47  -2.30
C  -5.81  2.24  1.40
C  -3.51  2.06  0.97
H  0.11  -0.89  -1.30
H  -0.46  -0.89  -4.28
H  -0.80  -2.25  -3.14
H  2.29  -2.36  -0.55
H  1.32  -4.16  1.22
H  -3.07  2.80  0.31
H  3.35  2.98  1.33
H  1.01  -2.25  0.59
H  2.41  3.73  0.11
H  -4.13  1.17  -1.01
H  -0.03  0.58  -2.42
H  3.18  1.82  -1.14
H  -4.26  0.05  0.30
H  -2.76  1.49  1.52
H  2.54  -4.49  -0.13
H  3.62  0.82  0.24

Löwdin analysis output, partial charges in e: 0.5169, 0.6264, 0.0609, 0.1123, -0.0230, 0.1154, 0.0757, 0.0694, 0.1714, 0.0350, 0.1447, -0.1208, -0.1310, -0.1709, -0.5466, -0.0961, -0.1303, -0.5237, -0.5256, -0.7039, -0.5276, -0.1137, 0.0502, 0.0674, 0.0767, 0.0720, 0.1341, 0.1236, 0.1324, 0.1308, 0.1345, 0.0879, 0.0621, 0.1194, 0.1216, 0.1055, 0.1412, 0.1259



Values for M, Da, ordered as above
193.32; 551.01; 363.15